[1]
Below is a cluster of 2 separate species, C6H14O in total, with properties calculated with ωB97M-V/def2-TZVPD.

Geometry as ORCA input:
```
! RIJCOSX wB97M-V def2-TZVPD def2/J DEFGRID3
* xyz 0 1
C 2.838 -0.593 -1.030
C 1.678 -1.064 -0.573
C 0.319 -0.573 -0.986
C -0.624 -0.307 0.192
C -2.017 0.117 -0.275
C -3.026 0.239 0.864
H 3.790 -1.016 -0.720
H 2.874 0.222 -1.752
H 1.687 -1.891 0.141
H 0.425 0.335 -1.595
H -0.141 -1.334 -1.635
H -0.189 0.461 0.847
H -0.709 -1.221 0.799
H -2.386 -0.614 -1.008
H -1.945 1.074 -0.809
H -4.006 0.559 0.495
H -2.695 0.970 1.610
H -3.157 -0.722 1.376
O 2.401 1.555 1.394
H 2.412 0.908 0.673
H 3.017 1.196 2.042
*
```

Properties
LUMO level	1.0	eV
structure (SMILES)	C=CCCCC.O
E_tot	-8496.1203	eV
gap between HOMO and LUMO	11.02	eV

***

[2]
Below is a cluster of 2 separate species, C6H14O in total in a non-equilibrium geometry, with properties calculated with ωB97M-V/def2-TZVPD.

Geometry as ORCA input:
```
! RIJCOSX wB97M-V def2-TZVPD def2/J DEFGRID3
* xyz 0 1
C -1.432 1.430 1.361
C -0.491 0.211 1.797
C -0.509 -0.740 0.548
C -0.470 0.308 -0.531
C -1.596 1.197 -0.104
H -2.306 1.406 1.887
H -0.928 2.387 1.553
H -0.675 -0.344 2.746
H 0.650 0.461 1.854
H -1.423 -1.382 0.565
H 0.368 -1.418 0.476
H -0.557 -0.045 -1.522
H 0.561 0.786 -0.389
H -2.622 0.827 -0.548
H -1.503 2.276 -0.538
C 2.478 -1.300 -1.595
O 1.289 -1.588 -1.035
H 3.171 -1.976 -1.163
H 2.589 -1.294 -2.660
H 2.624 -0.216 -1.195
H 0.783 -0.987 -1.509
*
```

Properties
LUMO level	0.9	eV
structure (SMILES)	C1CCCC1.CO
E_tot	-8493.9763	eV
gap between HOMO and LUMO	10.91	eV

***

[3]
Below is a cluster of 2 separate species, C6H14O in total, with properties calculated with ωB97M-V/def2-TZVPD.

Geometry as ORCA input:
```
! RIJCOSX wB97M-V def2-TZVPD def2/J DEFGRID3
* xyz 0 1
C -0.771 -0.851 -0.631
C -1.892 -0.371 0.247
C -1.737 1.123 0.523
C -0.338 1.410 1.044
C 0.752 1.032 0.110
O 1.655 -0.928 0.345
C 2.434 -1.332 -0.751
H -0.772 -1.949 -0.721
H 0.646 -0.950 0.019
H -0.794 -0.425 -1.638
H -2.879 -0.553 -0.205
H -1.881 -0.915 1.203
H -1.890 1.680 -0.412
H -2.485 1.475 1.240
H -0.170 0.929 2.017
H -0.211 2.491 1.220
H 0.631 1.243 -0.946
H 1.753 1.242 0.480
H 1.961 -1.062 -1.711
H 2.562 -2.420 -0.728
H 3.426 -0.868 -0.707
*
```

Properties
LUMO level (alpha / beta)	0.1 / 0.0	eV
E_tot	-8491.7741	eV
gap between HOMO and LUMO (alpha / beta)	7.60 / 7.42	eV

***

What did the second record say?
Below is a cluster of 2 separate species, C6H14O in total in a non-equilibrium geometry, with properties calculated with ωB97M-V/def2-TZVPD.

Geometry as ORCA input:
```
! RIJCOSX wB97M-V def2-TZVPD def2/J DEFGRID3
* xyz 0 1
C -1.432 1.430 1.361
C -0.491 0.211 1.797
C -0.509 -0.740 0.548
C -0.470 0.308 -0.531
C -1.596 1.197 -0.104
H -2.306 1.406 1.887
H -0.928 2.387 1.553
H -0.675 -0.344 2.746
H 0.650 0.461 1.854
H -1.423 -1.382 0.565
H 0.368 -1.418 0.476
H -0.557 -0.045 -1.522
H 0.561 0.786 -0.389
H -2.622 0.827 -0.548
H -1.503 2.276 -0.538
C 2.478 -1.300 -1.595
O 1.289 -1.588 -1.035
H 3.171 -1.976 -1.163
H 2.589 -1.294 -2.660
H 2.624 -0.216 -1.195
H 0.783 -0.987 -1.509
*
```

Properties
LUMO level	0.9	eV
structure (SMILES)	C1CCCC1.CO
E_tot	-8493.9763	eV
gap between HOMO and LUMO	10.91	eV